1.
{"formula": "C25H32BiClN4O3S2Si2Te", "method": "wB97M-V/def2-TZVPD", "symbols": ["Bi", "S", "C", "S", "C", "C", "N", "C", "N", "Cl", "C", "C", "C", "C", "O", "C", "C", "O", "C", "H", "H", "H", "H", "C", "Si", "C", "C", "C", "Te", "C", "Si", "C", "C", "C", "H", "H", "H", "H", "H", "H", "H", "H", "H", "H", "H", "H", "H", "H", "H", "H", "H", "H", "H", "H", "H", "H", "N", "C", "O", "C", "C", "C", "N", "C", "C", "H", "H", "H", "H", "H", "H"], "xyz": [[-0.596647, -0.758423, -0.655044], [-0.295800, -0.795958, 1.827595], [1.441065, -0.641522, 1.601677], [2.040359, -0.622227, -0.017958], [2.249971, -0.497973, 2.697969], [3.656109, -0.352240, 2.552587], [4.794335, -0.232082, 2.435726], [1.705137, -0.449474, 4.009210], [1.263344, -0.414135, 5.071470], [-8.010449, 0.233746, 1.721651], [-6.371519, 0.275818, 1.148650], [-5.774533, 1.510598, 0.860522], [-4.482604, 1.574284, 0.415719], [-3.695091, 0.406048, 0.233935], [-2.471507, 0.531547, -0.158001], [-4.329066, -0.837082, 0.513902], [-3.676976, -2.099176, 0.333222], [-2.533867, -2.300625, -0.077859], [-5.661908, -0.876376, 0.975251], [-6.347801, 2.417958, 0.994285], [-4.024520, 2.529294, 0.194933], [-4.289240, -2.981100, 0.589040], [-6.117420, -1.834708, 1.188407], [1.566745, 0.253883, -3.647138], [2.190785, 2.023769, -3.452190], [1.427954, 3.122075, -4.763075], [4.060064, 2.046605, -3.564028], [1.690121, 2.618642, -1.737222], [-0.357996, 2.263973, -1.296477], [-0.589637, 3.664807, 0.292741], [0.327739, 3.604518, 1.964886], [2.000210, 2.767843, 1.843155], [-0.766899, 2.778603, 3.238047], [0.570030, 5.409751, 2.436694], [1.923862, -0.185541, -4.580799], [0.474214, 0.198673, -3.675692], [1.934563, -0.374711, -2.832967], [1.702945, 2.786018, -5.763154], [1.767372, 4.152272, -4.656458], [0.338375, 3.123494, -4.702326], [4.397204, 1.720335, -4.548613], [4.504557, 1.383778, -2.820859], [4.457126, 3.047278, -3.393803], [1.846629, 3.692778, -1.619858], [2.272171, 2.099319, -0.977903], [-1.664981, 3.660414, 0.487633], [-0.377652, 4.612737, -0.207833], [1.930146, 1.729671, 1.524907], [2.477756, 2.775195, 2.824968], [2.665872, 3.287971, 1.153174], [-1.058988, 1.771828, 2.945083], [-1.679943, 3.358676, 3.389900], [-0.256758, 2.707610, 4.199395], [1.233441, 5.919858, 1.737087], [1.009770, 5.493209, 3.430539], [-0.378649, 5.948091, 2.450725], [1.179631, -8.163561, 0.611338], [0.985084, -7.524857, -0.569377], [1.039261, -8.085347, -1.643918], [0.672240, -6.054404, -0.475862], [0.959073, -5.257981, -1.576793], [0.681174, -3.906317, -1.501204], [0.130974, -3.336294, -0.432994], [-0.164623, -4.099636, 0.611333], [0.096087, -5.460663, 0.638979], [1.462683, -9.127928, 0.568867], [1.343346, -7.655619, 1.461090], [1.390605, -5.698715, -2.463342], [0.919075, -3.248834, -2.330873], [-0.620960, -3.597540, 1.454481], [-0.183166, -6.031952, 1.512867]], "atomic_forces_ev_per_a": [[-0.1214, -0.3303, 0.0859], [0.1149, 0.1443, 0.0478], [0.0314, -0.1374, 0.0497], [-0.0155, 0.0085, 0.0844], [-0.1850, -0.1543, -0.2321], [0.1980, 0.0078, -0.0177], [0.0360, 0.0205, -0.0153], [-0.0308, -0.0526, 0.2033], [-0.0591, 0.0321, 0.0323], [-0.0520, -0.0092, 0.0128], [-0.0024, -0.1013, 0.0148], [0.0316, 0.0395, -0.0236], [0.0437, -0.0264, 0.0062], [-0.0890, -0.0321, 0.1127], [-0.0284, 0.1063, -0.1265], [0.0256, 0.0418, 0.0047], [-0.0126, 0.0416, 0.0021], [0.0321, -0.0943, 0.0126], [0.0003, 0.0968, -0.0177], [-0.0216, 0.0151, 0.0090], [0.0191, 0.0053, -0.0064], [0.0119, 0.0123, -0.0158], [-0.0237, -0.0289, 0.0089], [0.0350, 0.0924, -0.0771], [0.0165, -0.0987, -0.0179], [-0.0149, -0.0816, 0.0863], [-0.1373, -0.0250, 0.0084], [-0.0023, 0.1194, 0.0654], [0.0694, 0.1263, -0.1390], [0.0027, 0.0415, 0.1122], [0.1308, -0.0752, 0.0141], [-0.1722, 0.1777, -0.0211], [-0.0052, 0.0948, -0.1310], [-0.0436, -0.1435, -0.0666], [0.0193, 0.0136, -0.0230], [-0.0226, 0.0389, 0.0325], [0.0127, -0.0210, 0.0437], [0.0287, -0.0323, -0.0481], [0.0352, 0.0689, 0.0170], [-0.0281, -0.0089, 0.0222], [0.0045, -0.0222, -0.0501], [0.0033, -0.0362, 0.0431], [-0.0015, 0.0707, 0.0111], [0.0476, 0.0276, -0.0665], [0.0558, -0.0236, 0.0677], [-0.0208, -0.0305, -0.0101], [0.0044, 0.0163, 0.0238], [-0.0319, 0.1087, -0.0801], [0.0164, -0.0023, 0.0489], [0.0134, 0.0502, -0.0284], [0.0188, -0.0856, -0.0483], [-0.0180, 0.0338, -0.0041], [0.0525, -0.0133, 0.0358], [0.0352, 0.0112, -0.0438], [0.0348, -0.0158, 0.0676], [-0.0534, 0.0157, -0.0003], [-0.0043, -0.0390, 0.0538], [-0.0203, -0.0051, -0.0746], [0.0006, 0.0294, 0.0235], [-0.0009, 0.0841, -0.0269], [-0.0146, -0.0084, 0.0850], [0.1150, -0.0584, -0.1091], [-0.0844, 0.0812, -0.0867], [-0.0059, -0.0779, 0.1133], [0.0268, 0.0430, -0.0581], [0.0088, -0.0075, 0.0054], [0.0138, 0.0005, 0.0105], [0.0076, -0.0047, -0.0144], [-0.0121, 0.0111, -0.0233], [-0.0189, -0.0172, 0.0057], [0.0004, -0.0283, 0.0193]], "total_energy_ev": -101631.0967, "homo_ev": -8.20, "fmax_ev_per_a": 0.4, "orbital_gap_ev": 7.73, "multiplicity": 1}

2.
{"formula": "C17H33N7O8SSn", "method": "wB97M-V/def2-TZVPD", "symbols": ["Sn", "C", "O", "C", "O", "N", "N", "H", "H", "H", "H", "H", "H", "N", "C", "C", "C", "C", "N", "C", "N", "N", "C", "O", "O", "H", "H", "H", "H", "H", "H", "H", "H", "H", "H", "H", "H", "H", "H", "C", "N", "C", "C", "C", "C", "C", "C", "C", "C", "H", "H", "H", "H", "H", "H", "H", "H", "H", "H", "H", "H", "H", "O", "S", "O", "O", "O"], "xyz": [[0.302870, 1.148887, 1.117892], [3.784211, 0.907616, 4.363041], [3.138334, 2.182585, 4.384460], [1.841236, 2.166685, 4.032356], [1.221851, 1.150257, 3.762857], [1.335413, 3.412669, 4.001928], [-0.009864, 3.704735, 3.760114], [4.771779, 1.076574, 4.780062], [3.854833, 0.534220, 3.341674], [3.230295, 0.185248, 4.959956], [1.911346, 4.184265, 4.285557], [-0.194019, 3.710385, 2.759557], [-0.573478, 2.966427, 4.164300], [2.242924, 1.789030, -1.314768], [1.608980, 0.940375, -2.317968], [2.441087, 0.842339, -3.609042], [1.770432, 0.197525, -4.827747], [0.328273, 0.635873, -5.054057], [-0.523374, -0.218397, -4.233335], [-1.762223, 0.037905, -3.889808], [-2.492464, 1.007400, -4.489041], [-2.400911, -0.802969, -3.036425], [1.230771, -0.413578, -1.729624], [0.691240, -1.255065, -2.480774], [1.490496, -0.634828, -0.491852], [2.285651, 2.742810, -1.652310], [3.185773, 1.472517, -1.120766], [0.649568, 1.415427, -2.536041], [3.367012, 0.296133, -3.405954], [2.708199, 1.870523, -3.865962], [1.777540, -0.887938, -4.713675], [2.358887, 0.438113, -5.713869], [0.054333, 0.514935, -6.104894], [0.202224, 1.687301, -4.772159], [0.006907, -0.820243, -3.580548], [-1.956828, 1.783453, -4.851909], [-3.250663, 1.327910, -3.899197], [-1.770468, -1.355166, -2.468823], [-3.056961, -0.299577, -2.446183], [0.409168, -3.226680, 2.263512], [0.082450, -2.936401, 0.856929], [0.307367, -4.110726, -0.004801], [-1.308792, -2.405063, 0.669758], [-1.835356, -1.520954, 1.780008], [-2.910694, -2.058532, 2.487141], [-3.542163, -1.352229, 3.496573], [-3.096294, -0.078344, 3.792896], [-2.012025, 0.441969, 3.103603], [-1.334508, -0.238022, 2.087250], [1.417758, -3.631961, 2.321792], [-0.296411, -3.952108, 2.669304], [0.354324, -2.307055, 2.839423], [0.766916, -2.189101, 0.450124], [-0.378892, -4.915406, 0.262266], [1.334167, -4.451287, 0.115930], [0.166063, -3.811501, -1.038398], [-1.965054, -3.274614, 0.593372], [-1.323354, -1.859389, -0.275957], [-3.262075, -3.058458, 2.249112], [-4.371548, -1.790172, 4.036966], [-3.596514, 0.507883, 4.554588], [-1.694190, 1.450431, 3.349800], [-3.022180, 2.252047, -0.928362], [-1.571076, 2.254339, -0.777166], [-0.905486, 2.947597, -1.879143], [-1.049704, 0.827455, -0.725743], [-1.163120, 2.843923, 0.542180]], "atomic_forces_ev_per_a": [[-0.3751, -0.3806, -0.5335], [-0.0831, -0.0383, -0.0241], [0.0582, 0.0740, 0.0605], [-0.1419, -0.3392, -0.2340], [0.0380, 0.1630, 0.4454], [0.1110, 0.2195, -0.0401], [-0.0747, -0.1012, -0.0997], [0.0144, -0.0208, -0.0165], [0.0276, 0.0368, -0.0030], [0.0211, 0.0292, 0.0453], [0.0181, -0.0105, 0.0958], [0.0187, -0.0044, -0.0409], [-0.0012, 0.0565, 0.1304], [-0.1432, -0.1377, -0.1293], [0.0740, 0.1636, 0.1178], [-0.2015, -0.1854, -0.0919], [0.1353, 0.0259, 0.0634], [-0.2959, -0.1276, -0.1108], [-1.4248, 1.2704, -1.2596], [0.4663, -0.2910, -0.7928], [0.0548, 0.2409, 0.6102], [-0.1503, 0.4257, 0.3744], [0.6840, -0.0570, 1.7967], [0.5396, -1.3841, 1.1130], [-0.4984, -0.3530, -0.8616], [-0.0639, 0.0185, 0.0487], [0.0039, -0.0034, 0.0772], [-0.0610, 0.0881, -0.0260], [0.0776, 0.1240, 0.0512], [0.0701, -0.0083, 0.0004], [0.0576, 0.0086, -0.1565], [0.0066, -0.0215, -0.0167], [-0.0023, 0.0803, -0.0120], [-0.0187, 0.0335, -0.0477], [0.3399, -0.3859, 0.4351], [0.0097, -0.0334, 0.0107], [-0.1191, 0.1435, -0.1481], [0.1144, 0.0930, -0.0934], [-0.0507, -0.1488, 0.0693], [0.2336, 0.0617, 0.3834], [1.2562, 1.1451, -0.8110], [0.1358, -0.3049, -0.2419], [-0.5215, 0.5414, 0.0430], [0.0635, 0.0938, 0.1815], [0.0134, -0.1408, 0.0891], [-0.0483, -0.0428, 0.0040], [-0.0529, 0.0182, 0.0714], [0.2213, 0.1020, -0.1682], [0.0914, -0.1213, -0.3293], [-0.0115, 0.0035, -0.1021], [-0.0455, 0.0626, -0.1116], [-0.0626, -0.0054, -0.0009], [-0.9509, -0.4247, 0.5452], [0.0027, 0.1235, 0.0403], [-0.0201, 0.0243, 0.0364], [-0.0897, 0.0488, -0.0962], [0.1337, -0.0170, -0.0846], [0.2546, -0.0499, -0.0179], [-0.0293, 0.0064, -0.0275], [-0.0184, 0.0056, -0.0357], [0.0400, 0.0147, 0.0037], [-0.0190, -0.0209, 0.0369], [0.3133, -0.3604, -0.0002], [-1.2584, 0.7103, -1.3550], [0.1643, -0.0924, -0.0309], [0.5842, -0.3547, 0.4564], [0.3855, -0.2900, 0.7140]], "total_energy_ev": -61643.2500, "homo_ev": -7.00, "fmax_ev_per_a": 2.3, "e_above_lowest_kcal_mol": 2.5, "orbital_gap_ev": 7.26, "multiplicity": 1}

3.
{"formula": "C12H10BrCl3EuO2", "method": "wB97M-V/def2-TZVPD", "symbols": ["C", "C", "C", "H", "C", "C", "H", "H", "H", "H", "Eu", "Br", "C", "C", "C", "H", "C", "C", "H", "H", "H", "H", "Cl", "C", "Cl", "Cl", "C", "O", "O"], "xyz": [[-1.222329, -0.867816, -1.713824], [-1.490209, -1.955863, -0.832302], [-2.415027, -1.497288, 0.164849], [-1.034504, -2.948155, -0.884304], [-2.731418, -0.118125, -0.120762], [-1.983950, 0.267063, -1.276279], [-2.032040, 1.234279, -1.786660], [-0.589632, -0.914401, -2.610057], [-2.802864, -2.088288, 0.993775], [-3.377815, 0.528414, 0.476191], [-0.437019, -0.390572, 1.136785], [1.035462, -2.643355, 1.356946], [2.492077, 1.472358, 0.154546], [1.620897, 2.222590, -0.714019], [1.324833, 1.417787, -1.856754], [1.181467, 3.203002, -0.492883], [2.021549, 0.177386, -1.710576], [2.753666, 0.209760, -0.473665], [3.329153, -0.619941, -0.034808], [2.839767, 1.787842, 1.144026], [0.608909, 1.651252, -2.655068], [1.988089, -0.682767, -2.390139], [-1.255997, 3.284347, 4.861546], [-1.141441, 1.541380, 4.642445], [-0.030532, 0.817042, 5.826783], [-2.743744, 0.771052, 4.807347], [-0.595011, 1.250289, 3.189058], [0.572059, 0.772275, 2.988437], [-1.449997, 1.378452, 2.232463]], "atomic_forces_ev_per_a": [[-0.7075, -0.1143, 0.4658], [-0.6211, 0.5523, -0.2503], [-0.9806, 0.0550, -1.3590], [-0.1966, 0.4899, 0.0895], [-0.0107, -0.7527, -0.6538], [-0.1522, -0.8651, 0.2614], [0.1799, -0.3591, 0.3912], [-0.2067, 0.1317, 0.6852], [0.0417, 0.0952, -0.1432], [0.2258, -0.2245, -0.2216], [2.1289, 0.7462, -2.2425], [0.8826, -1.6450, 0.5784], [-0.4266, -0.2425, -0.8370], [0.0603, -0.7194, 0.1728], [0.5336, -0.3755, 0.5233], [0.2291, -0.3696, -0.0932], [0.2690, 0.4754, 0.6339], [-0.6777, 0.5513, -0.1641], [-0.3389, 0.5022, -0.3146], [-0.0998, -0.1140, -0.4234], [0.3695, -0.0125, 0.3406], [-0.0500, 0.4026, 0.2639], [-0.0678, 0.1542, 0.1317], [0.5659, -0.7223, -0.5037], [-0.2066, 0.2730, 0.0889], [0.1848, 0.2363, 0.1018], [0.5071, -1.0071, -2.6487], [-2.0212, 1.6240, 2.1331], [0.5856, 1.2344, 2.9937]], "total_energy_ev": -143641.6890, "total_charge": -2, "homo_ev": [-0.15, -0.28], "fmax_ev_per_a": 3.4, "e_above_lowest_kcal_mol": 0.0, "orbital_gap_ev": [4.44, 4.57], "multiplicity": 8, "s2": 15.760}